[1]
DFT (ωB97M-V with the def2-TZVPD basis set) results for 2 unconnected molecules or ions with the total composition C4H12 in a non-equilibrium geometry.

ORCA input file:
```
! RIJCOSX wB97M-V def2-TZVPD def2/J DEFGRID3
* xyz 0 1
C 1.9972 -1.6031 -0.8375
C 0.8367 -1.0714 -1.6406
H 3.0029 -1.2225 -1.2266
H 1.9908 -1.3622 0.2372
H 2.0349 -2.6783 -1.1197
H 0.3719 -0.1740 -1.2954
H 0.0492 -1.9493 -1.4059
H 0.9412 -1.0423 -2.7302
C -1.7022 1.0238 1.8779
C -1.0839 1.6686 0.6205
H -2.1774 1.8836 2.4560
H -2.3175 0.3291 1.4565
H -0.9265 0.5892 2.5971
H -0.8749 2.6900 0.9891
H -1.7834 1.9207 -0.0629
H -0.3590 0.9981 0.0846
*
```

The frontier orbital gap is 12.14 eV. Its SMILES is CC.CC. The value obtained for the total energy is -159.532170 Ha. The value obtained for the energy above the lowest of the compared OMol25 structures with the same formula, charge and spin is 1.437 eV.

[2]
DFT (ωB97M-V with the def2-TZVPD basis set) results for 2 unconnected molecules or ions with the total composition C4H12 in a non-equilibrium geometry.

ORCA input file:
```
! RIJCOSX wB97M-V def2-TZVPD def2/J DEFGRID3
* xyz 0 1
C 2.1777 1.1469 -1.1347
C 1.7016 0.6850 0.2363
H 3.0666 0.5776 -1.4120
H 1.4341 0.9479 -1.9006
H 2.4129 2.2078 -1.0736
H 1.0288 1.3250 0.8121
H 2.5789 0.6259 0.9016
H 1.3064 -0.3241 0.2651
C -2.6617 -1.1486 0.4560
C -1.2195 -0.6912 0.4253
H -3.1664 -1.2805 -0.5084
H -2.7950 -2.0411 1.0665
H -3.3078 -0.3628 0.8811
H -0.9752 0.0813 -0.2863
H -0.6069 -1.5855 0.2680
H -1.0033 -0.2855 1.4172
*
```

The frontier orbital gap is 12.67 eV. Its SMILES is CC.CC. The value obtained for the total energy is -159.574344 Ha. The value obtained for the energy above the lowest of the compared OMol25 structures with the same formula, charge and spin is 0.289 eV.

[3]
DFT (ωB97M-V with the def2-TZVPD basis set) results for 2 unconnected molecules or ions with the total composition C4H12 in a non-equilibrium geometry.

ORCA input file:
```
! RIJCOSX wB97M-V def2-TZVPD def2/J DEFGRID3
* xyz 0 1
C 0.3007 -1.7808 -0.1715
C 0.4886 -2.2368 -1.6485
H -0.1668 -0.8201 -0.0233
H -0.0164 -2.5915 0.4748
H 1.3297 -1.6498 0.1939
H 0.2453 -3.2965 -1.7628
H 1.5105 -2.1414 -1.9858
H -0.2841 -1.7109 -2.2087
C -0.3268 1.9301 0.1215
C -0.5026 2.1110 1.6240
H -0.7002 2.7838 -0.4151
H 0.7227 1.8690 -0.1077
H -0.9722 1.1259 -0.2178
H -0.0510 3.0255 2.0075
H -1.5508 2.0766 1.9266
H -0.0266 1.3058 2.1928
*
```

The frontier orbital gap is 12.75 eV. Its SMILES is CC.CC. The value obtained for the total energy is -159.567911 Ha. The value obtained for the energy above the lowest of the compared OMol25 structures with the same formula, charge and spin is 0.464 eV.

[4]
DFT (ωB97M-V with the def2-TZVPD basis set) results for 2 unconnected molecules or ions with the total composition C4H12 in a non-equilibrium geometry.

ORCA input file:
```
! RIJCOSX wB97M-V def2-TZVPD def2/J DEFGRID3
* xyz 0 1
C -1.5640 -1.3938 0.8730
C -3.0061 -1.3562 0.4135
H -0.9074 -0.6884 0.3559
H -1.3924 -1.1120 1.9070
H -1.0555 -2.3437 0.7027
H -3.4161 -2.2428 -0.0518
H -3.0940 -0.6151 -0.3672
H -3.6619 -0.8447 1.1127
C 2.6301 0.7760 -0.3116
C 1.9237 1.9821 -0.9735
H 3.2532 0.2474 -1.0339
H 3.2711 1.0473 0.5270
H 1.9829 -0.0303 0.0405
H 2.3437 2.9080 -0.5867
H 0.9110 2.0272 -0.5780
H 2.0196 1.8525 -2.0437
*
```

The frontier orbital gap is 12.42 eV. Its SMILES is CC.CC. The value obtained for the total energy is -159.563191 Ha. The value obtained for the energy above the lowest of the compared OMol25 structures with the same formula, charge and spin is 0.593 eV.

[5]
DFT (ωB97M-V with the def2-TZVPD basis set) results for 2 unconnected molecules or ions with the total composition C4H12 in a non-equilibrium geometry.

ORCA input file:
```
! RIJCOSX wB97M-V def2-TZVPD def2/J DEFGRID3
* xyz 0 1
C -1.1668 1.9084 0.2544
C -1.9314 0.6104 0.5456
H -0.9546 2.1876 -0.7778
H -1.8087 2.7972 0.4414
H -0.2342 1.9602 0.9174
H -2.9017 0.5481 -0.0463
H -2.0115 0.3685 1.6526
H -1.4247 -0.2627 0.1392
C 1.9307 -1.8599 -0.6936
C 1.1723 -0.6411 -0.1439
H 2.7770 -2.1555 0.0545
H 1.3331 -2.7339 -0.7666
H 2.4702 -1.8029 -1.6539
H 0.8217 0.1752 -0.8897
H 0.2511 -0.9983 0.4037
H 1.6537 -0.1900 0.7507
*
```

The frontier orbital gap is 12.12 eV. Its SMILES is CC.CC. The value obtained for the total energy is -159.549868 Ha. The value obtained for the energy above the lowest of the compared OMol25 structures with the same formula, charge and spin is 0.955 eV.

[6]
DFT (ωB97M-V with the def2-TZVPD basis set) results for 2 unconnected molecules or ions with the total composition C4H12 in a non-equilibrium geometry.

ORCA input file:
```
! RIJCOSX wB97M-V def2-TZVPD def2/J DEFGRID3
* xyz 0 1
C 1.5502 2.6380 0.9445
C 1.9262 1.1660 0.9296
H 2.4174 3.2203 0.6223
H 0.7325 2.9039 0.2745
H 1.2909 2.9995 1.9412
H 1.2472 0.4979 1.4590
H 2.9270 1.0225 1.3300
H 1.8959 0.8826 -0.1219
C -1.3264 -1.8853 -1.5518
C -2.2613 -1.9945 -0.3214
H -0.5926 -1.1350 -1.2224
H -0.7604 -2.7887 -1.7592
H -1.6837 -1.4663 -2.4905
H -3.0236 -2.7393 -0.5247
H -2.7127 -1.0495 -0.0269
H -1.6265 -2.2722 0.5178
*
```

The frontier orbital gap is 12.72 eV. Its SMILES is CC.CC. The value obtained for the total energy is -159.575172 Ha. The value obtained for the energy above the lowest of the compared OMol25 structures with the same formula, charge and spin is 0.267 eV.

[7]
DFT (ωB97M-V with the def2-TZVPD basis set) results for 2 unconnected molecules or ions with the total composition C4H12 in a non-equilibrium geometry.

ORCA input file:
```
! RIJCOSX wB97M-V def2-TZVPD def2/J DEFGRID3
* xyz 0 1
C -0.1092 1.1229 -0.7328
C -0.5617 2.5627 -1.1449
H 0.4143 0.6948 -1.5752
H 0.5399 1.1839 0.1385
H -0.9993 0.5276 -0.5692
H 0.2937 3.2273 -1.1579
H -1.3769 2.9156 -0.5118
H -0.8974 2.5601 -2.1797
C 0.4476 -2.3434 0.4204
C 0.2318 -1.3491 1.5476
H 1.3332 -2.3267 -0.2174
H 0.1860 -3.3943 0.5102
H -0.3363 -2.0420 -0.2585
H -0.6625 -1.6415 2.0975
H 0.2474 -0.2985 1.1513
H 1.1581 -1.2283 2.1030
*
```

The frontier orbital gap is 12.01 eV. Its SMILES is CC.CC. The value obtained for the total energy is -159.556924 Ha. The value obtained for the energy above the lowest of the compared OMol25 structures with the same formula, charge and spin is 0.763 eV.

[8]
DFT (ωB97M-V with the def2-TZVPD basis set) results for 2 unconnected molecules or ions with the total composition C4H12 in a non-equilibrium geometry.

ORCA input file:
```
! RIJCOSX wB97M-V def2-TZVPD def2/J DEFGRID3
* xyz 0 1
C -0.4497 -0.4889 2.3130
C -0.3515 -1.8339 1.6760
H 0.3114 -0.0171 2.7993
H -1.0840 0.2773 1.7907
H -1.0686 -0.5867 3.1708
H 0.0904 -1.6554 0.7519
H -1.3246 -2.1503 1.3720
H 0.1180 -2.5046 2.2708
C 0.3530 1.8053 -2.3623
C 0.4498 0.4821 -1.6177
H 1.2946 1.8409 -2.8898
H -0.3384 1.8294 -3.2547
H 0.3161 2.7878 -1.7668
H -0.2978 0.2780 -0.8945
H 1.4291 0.4668 -0.9832
H 0.5442 -0.3542 -2.4201
*
```

The frontier orbital gap is 12.46 eV. Its SMILES is CC.CC. The value obtained for the total energy is -159.539879 Ha. The value obtained for the energy above the lowest of the compared OMol25 structures with the same formula, charge and spin is 1.227 eV.

[9]
DFT (ωB97M-V with the def2-TZVPD basis set) results for 2 unconnected molecules or ions with the total composition C4H12.

ORCA input file:
```
! RIJCOSX wB97M-V def2-TZVPD def2/J DEFGRID3
* xyz 0 1
C -1.9015 -0.9935 0.6725
C -2.5072 0.1647 -0.1403
H -0.8582 -0.7813 0.8793
H -2.3735 -1.0773 1.6578
H -2.0598 -1.9461 0.1776
H -2.0855 1.1119 0.1787
H -3.5931 0.1787 -0.0795
H -2.2838 0.0238 -1.1969
C 1.9920 -0.3131 -0.1661
C 2.4314 1.1332 -0.3818
H 2.8176 -1.0061 -0.3124
H 1.6476 -0.4355 0.8568
H 1.2044 -0.5828 -0.8622
H 3.0587 1.2598 -1.2607
H 1.5780 1.8039 -0.5211
H 3.0090 1.5340 0.4585
*
```

The frontier orbital gap is 12.86 eV. Its SMILES is CC.CC. The value obtained for the total energy is -159.581540 Ha. The value obtained for the energy above the lowest of the compared OMol25 structures with the same formula, charge and spin is 0.093 eV.

[10]
DFT (ωB97M-V with the def2-TZVPD basis set) results for 2 unconnected molecules or ions with the total composition C4H12 in a non-equilibrium geometry.

ORCA input file:
```
! RIJCOSX wB97M-V def2-TZVPD def2/J DEFGRID3
* xyz 0 1
C 1.1415 -1.3327 -0.1829
C 2.2455 -0.5701 -0.9136
H 0.8532 -2.2630 -0.6651
H 1.3522 -1.3619 0.8860
H 0.1158 -0.9159 -0.1771
H 2.5768 -1.1682 -1.7501
H 3.0607 -0.3786 -0.2081
H 2.0623 0.4402 -1.2599
C -1.8793 0.2769 0.1593
C -1.5439 1.5917 0.9585
H -1.1741 0.1505 -0.6484
H -1.8241 -0.4943 0.9449
H -2.8601 0.4978 -0.2594
H -0.7388 1.4208 1.6550
H -0.9505 2.1577 0.2223
H -2.3872 2.2106 1.2437
*
```

The frontier orbital gap is 12.17 eV. Its SMILES is CC.CC. The value obtained for the total energy is -159.546735 Ha. The value obtained for the energy above the lowest of the compared OMol25 structures with the same formula, charge and spin is 1.040 eV.

[11]
DFT (ωB97M-V with the def2-TZVPD basis set) results for 2 unconnected molecules or ions with the total composition C4H12 in a non-equilibrium geometry.

ORCA input file:
```
! RIJCOSX wB97M-V def2-TZVPD def2/J DEFGRID3
* xyz 0 1
C 2.4973 -0.3618 0.5668
C 1.2099 -1.1903 0.6286
H 3.3331 -0.9221 0.9968
H 2.8269 -0.2855 -0.4735
H 2.5968 0.6020 1.0702
H 0.6437 -0.8265 1.4963
H 0.6136 -1.0305 -0.2566
H 1.4317 -2.2188 0.8664
C -1.6418 0.3805 -1.2301
C -2.0882 1.2025 0.0139
H -2.3809 -0.2899 -1.6580
H -1.3305 1.1675 -1.9174
H -0.8536 -0.2960 -0.9659
H -1.9731 2.2784 -0.0146
H -1.6468 0.6632 0.8613
H -3.1703 1.0605 0.1606
*
```

The frontier orbital gap is 12.64 eV. Its SMILES is CC.CC. The value obtained for the total energy is -159.558594 Ha. The value obtained for the energy above the lowest of the compared OMol25 structures with the same formula, charge and spin is 0.718 eV.

[12]
DFT (ωB97M-V with the def2-TZVPD basis set) results for 2 unconnected molecules or ions with the total composition C4H12 in a non-equilibrium geometry.

ORCA input file:
```
! RIJCOSX wB97M-V def2-TZVPD def2/J DEFGRID3
* xyz 0 1
C 1.3943 -1.3446 0.3491
C 1.4349 -1.2360 -1.1768
H 2.2442 -1.8636 0.7863
H 1.2580 -0.4075 0.7178
H 0.4531 -1.8873 0.6072
H 1.2423 -2.2551 -1.6777
H 0.7281 -0.7214 -1.7291
H 2.4320 -0.8025 -1.5027
C -1.7315 1.5990 -0.2159
C -1.1171 1.1153 1.1084
H -1.8433 2.5675 -0.2237
H -1.0462 1.3752 -1.0640
H -2.6730 1.0772 -0.3196
H -0.5111 0.1516 0.9059
H -1.9111 0.8512 1.8587
H -0.3536 1.7810 1.5763
*
```

The frontier orbital gap is 12.47 eV. Its SMILES is CC.CC. The value obtained for the total energy is -159.546220 Ha. The value obtained for the energy above the lowest of the compared OMol25 structures with the same formula, charge and spin is 1.055 eV.